C35H42AsCl2HoN2O3 as an isolated structure at a distorted geometry. Source: the Open Molecules 2025 dataset; level of theory: ωB97M-V/def2-TZVPD.

Output
spin multiplicity	5
<S²>	6.004
energy	-5798.54036	Eh
ΔE to the lowest compared entry with this formula, charge and spin	0.00	kJ/mol
charge	0

Structure (XYZ):
```
86
Properties=species:S:1:pos:R:3:forces:R:3:lowdin_spin:R:1
O -1.1466 -1.5259 0.8641 0.20 1.25 -0.58 -0.01
C -1.2229 -2.8302 0.4049 0.11 -0.25 0.24 0.00
C -0.4897 -3.7473 1.3839 -0.01 -0.07 -0.60 0.00
C 0.5067 -3.3012 2.2565 -0.33 -0.17 -0.07 0.00
H 0.7835 -2.2485 2.2852 -0.15 -0.30 0.00 0.00
C 1.1520 -4.2148 3.0907 -0.14 -0.05 -0.16 0.00
H 1.9178 -3.8350 3.7715 -0.18 -0.29 -0.17 0.00
C 0.8172 -5.5715 3.0366 -0.02 0.12 -0.03 0.00
H 1.3333 -6.2789 3.6898 -0.21 0.16 -0.22 0.00
C -0.1702 -6.0134 2.1437 0.18 0.10 0.14 0.00
H -0.4342 -7.0689 2.0992 0.09 0.19 0.02 0.00
C -0.8118 -5.0965 1.3156 0.24 -0.18 0.44 0.00
H -1.5729 -5.3946 0.5956 0.13 -0.16 0.19 0.00
H -2.2885 -3.1465 0.3887 0.21 -0.07 0.07 0.00
C -1.6701 -2.3155 -2.0692 0.20 0.11 -0.05 0.00
C -0.7375 -2.9558 -1.0664 -0.18 0.02 0.81 0.00
H -1.5399 -2.7401 -3.0740 -0.13 0.15 0.29 0.00
H -1.4499 -1.2334 -2.1385 -0.26 -0.51 -0.18 0.00
H -2.7163 -2.4336 -1.7470 0.24 0.01 -0.13 0.00
C 0.4516 -3.4751 -1.3601 0.61 -0.43 -0.22 0.00
C 1.0930 -3.5931 -2.7173 0.17 -0.17 -0.22 0.00
H 1.0979 -3.8650 -0.5598 -0.51 0.14 -0.13 0.00
H 1.2887 -4.6447 -2.9867 -0.25 0.17 0.19 0.00
H 2.0862 -3.1144 -2.6913 -0.45 -0.10 -0.05 0.00
H 0.5071 -3.1241 -3.5208 0.27 -0.17 0.30 0.00
Ho 0.2087 -0.0869 -0.0664 -0.53 -1.50 0.31 4.03
Cl 2.3384 -0.3332 1.3515 0.25 0.05 -0.09 -0.01
Cl 1.2808 -0.6308 -2.3261 -0.07 -0.15 -0.65 -0.01
C 1.8648 1.9543 -1.3688 -0.41 -0.08 0.96 0.00
O 0.6991 1.9770 -0.8443 1.86 0.56 -1.09 0.00
N 2.4822 3.0020 -1.8755 0.12 0.52 -0.14 0.00
C 1.7268 4.2336 -2.0454 0.11 0.00 0.02 0.00
C 3.9225 2.9751 -2.1805 -0.33 -0.25 -0.13 0.00
H 2.4461 1.0240 -1.4421 -0.06 0.50 0.47 0.00
H 0.7273 4.0156 -1.6574 0.17 0.36 -0.14 0.00
H 1.6801 4.4916 -3.1128 0.04 0.04 0.30 0.00
H 2.1938 5.0356 -1.4606 -0.19 -0.10 -0.24 0.00
H 4.3418 2.0267 -1.8338 -0.11 0.14 -0.04 0.00
H 4.4421 3.7919 -1.6657 -0.27 -0.11 0.00 0.00
H 4.1233 3.0643 -3.2554 -0.23 0.04 0.18 0.00
H -4.1381 2.4616 -2.5683 0.00 -0.30 0.00 0.00
H -5.7717 1.9565 -0.3822 0.28 -0.14 -0.08 0.00
C -4.0340 1.3675 -2.5127 0.06 0.08 0.17 0.00
C -5.3444 0.9453 -0.4076 0.16 -0.21 0.00 0.00
N -4.0641 0.9130 -1.1222 0.04 0.12 0.02 0.00
H -3.0663 1.0762 -2.9278 -0.24 0.09 -0.05 0.00
C -2.9270 0.5919 -0.4977 0.98 0.13 -0.40 0.00
O -1.7742 0.7609 -0.9910 -1.99 -0.08 0.72 0.00
H -5.1775 0.6181 0.6212 -0.05 0.03 -0.12 0.00
H -3.0515 0.1249 0.4947 0.09 0.21 -0.29 0.00
H -4.8559 0.8932 -3.0660 0.25 0.12 0.16 0.00
H -6.0830 0.2816 -0.8740 0.26 0.07 0.00 0.00
C 2.3707 0.6604 6.4194 -0.06 -0.17 -0.02 0.00
C 1.4544 -0.2777 5.9149 -0.06 0.23 -0.07 0.00
C 0.7123 0.0277 4.7705 0.32 0.21 0.18 0.00
C 0.8991 1.2634 4.1362 -0.08 -0.41 0.01 0.00
C 1.7868 2.2051 4.6570 -0.04 -0.16 0.06 0.00
C 2.5372 1.8980 5.7961 -0.10 0.03 -0.01 0.00
As -0.1607 1.5765 2.5178 0.45 0.05 0.33 0.00
C -1.8281 1.9973 3.4931 0.25 0.20 -0.15 0.00
C -2.9775 1.2062 3.3234 0.22 0.34 0.01 0.00
C -4.1148 1.4775 4.0914 0.03 0.00 0.06 0.00
C -4.0906 2.5020 5.0457 0.00 -0.06 -0.16 0.00
C -2.9305 3.2522 5.2393 0.29 0.09 -0.02 0.00
C -1.7917 2.9930 4.4676 -0.53 0.04 0.16 0.00
C 0.7862 3.2350 1.9856 -0.92 0.01 -0.26 0.00
C 0.0809 4.4272 1.8391 0.37 -0.02 0.07 0.00
C 0.7769 5.5807 1.4642 -0.19 0.26 -0.09 0.00
C 2.1428 5.5290 1.1864 -0.02 0.05 0.08 0.00
C 2.8253 4.3112 1.2551 -0.02 0.04 -0.04 0.00
C 2.1387 3.1631 1.6293 0.02 -0.29 0.23 0.00
H 2.9560 0.4189 7.3107 -0.19 0.07 -0.31 0.00
H 1.3115 -1.2452 6.4112 0.12 0.45 -0.19 0.00
H -0.0135 -0.6815 4.3614 0.30 0.10 0.15 0.00
H 1.8925 3.1776 4.1731 0.08 -0.33 0.22 0.00
H 3.2475 2.6426 6.1848 -0.37 -0.46 -0.12 0.00
H -2.9606 0.3698 2.6158 -0.03 0.31 0.25 0.00
H -5.0266 0.8838 3.9535 0.42 0.21 0.09 0.00
H -4.9806 2.7117 5.6445 0.30 -0.10 -0.20 0.00
H -2.8909 4.0438 5.9968 -0.11 -0.37 -0.29 0.00
H -0.8662 3.5477 4.6379 -0.32 -0.08 -0.03 0.00
H -0.9994 4.4361 2.0169 0.41 0.20 0.05 0.00
H 0.2357 6.5310 1.3932 0.26 -0.35 -0.03 0.00
H 2.6832 6.4356 0.9037 -0.22 -0.23 0.11 0.00
H 3.8968 4.2552 1.0195 -0.51 0.03 0.09 0.00
H 2.6422 2.1892 1.6500 -0.11 0.43 0.11 0.00
```
Forces are in eV/Å.

***

C35H42CoN4P2S2 as an isolated structure at a distorted geometry. Source: the Open Molecules 2025 dataset; level of theory: ωB97M-V/def2-TZVPD.

Output
spin multiplicity	4
<S²>	3.765
energy	-4439.54303	Eh
ΔE to the lowest compared entry with this formula, charge and spin	124.70	kJ/mol
charge	0

Structure (XYZ):
```
86
Properties=species:S:1:pos:R:3:forces:R:3:lowdin_spin:R:1
Co -0.2480 -0.2944 1.2981 -0.42 0.63 -0.09 2.62
C -2.4892 -0.9203 6.1706 -0.82 -0.53 -0.56 0.00
S -1.5107 0.5238 5.9312 0.33 0.84 0.50 0.01
C -0.8623 0.3709 4.3092 0.37 0.31 -0.22 0.01
S -0.6599 -1.1125 3.5307 -0.24 -0.60 0.13 0.05
N -0.4928 1.5393 3.8828 0.23 0.94 -0.28 0.00
N 0.0536 1.6006 2.6145 -0.58 0.89 -0.83 0.03
C 0.1289 2.8337 2.1704 0.08 -2.56 1.02 0.01
C 0.4645 3.1950 0.8061 -0.32 -0.09 0.98 0.00
C 0.0968 4.4303 0.3346 1.16 -2.53 -1.69 0.00
C 0.0576 4.5162 -1.1298 0.84 1.70 0.25 0.00
C 0.6261 3.6096 -1.9479 0.37 -0.93 0.60 0.00
C 1.3708 2.3929 -1.3307 -0.43 0.80 -2.33 0.00
N 0.9606 2.2102 0.0169 0.49 0.56 1.14 0.00
H -3.0630 -0.8205 7.0898 0.12 0.19 0.05 0.00
H -1.9290 -1.8304 6.1942 0.56 -0.50 0.18 0.00
H -3.1820 -1.0197 5.3371 -0.19 0.03 0.03 0.00
H -0.1844 3.5242 2.9048 -0.32 1.41 0.37 0.00
H -0.2414 5.1324 1.0211 -0.57 1.36 0.73 0.00
H -0.3387 5.4751 -1.5267 0.01 -0.91 -0.03 0.00
H 0.5115 3.6431 -3.0249 0.11 0.23 -0.03 0.00
H 2.4768 2.4048 -1.5008 -0.58 0.40 0.26 0.00
C 3.7532 1.0660 1.3280 0.52 0.89 1.19 0.01
P 2.6795 -0.3400 1.7436 -1.12 -0.46 0.81 0.04
C 3.4494 -1.0836 3.2606 1.28 -0.23 -0.90 0.01
C 3.0782 -1.5775 0.5045 2.70 -0.21 -1.04 0.00
C 4.3833 -1.5913 -0.0909 -1.04 -0.46 -0.85 0.00
C 4.7110 -2.5037 -1.1089 0.81 0.59 0.98 0.00
C 3.8307 -3.5234 -1.4504 0.55 0.42 0.10 0.00
C 2.5998 -3.5335 -0.8534 -0.30 -0.31 0.26 0.00
C 2.2171 -2.5668 0.0935 -1.86 -0.79 -0.01 0.00
P 0.4661 -2.5733 0.8038 0.66 -1.62 -0.73 0.02
C 0.7161 -3.6056 2.3235 -0.08 -0.12 0.19 0.00
C -0.4315 -3.8429 -0.3174 1.59 -0.17 0.76 0.01
H 4.6665 1.1945 1.9690 -0.81 -0.31 -0.53 0.00
H 3.1419 1.9643 1.4232 0.02 0.06 0.34 0.00
H 4.0372 1.0879 0.3032 0.34 -0.32 -0.93 0.00
H 4.5844 -1.1350 3.1115 -1.50 0.12 0.59 0.00
H 3.0637 -2.0941 3.4158 0.15 0.10 -0.23 0.00
H 3.1180 -0.5279 4.1276 0.33 0.38 0.21 0.00
H 5.0979 -0.8226 0.1645 0.09 -0.04 0.11 0.00
H 5.7237 -2.4556 -1.5322 -0.53 -0.05 0.07 0.00
H 4.1204 -4.3179 -2.1280 -0.05 0.17 -0.10 0.00
H 1.9823 -4.3788 -1.1291 -0.45 0.23 0.23 0.00
H 0.9534 -4.6552 2.1710 0.18 -0.06 -0.54 0.00
H -0.1405 -3.6014 2.9861 -0.48 0.16 -0.15 0.00
H 1.4964 -3.1846 2.9432 0.25 0.22 -0.08 0.00
H -0.1751 -4.9020 -0.0537 -0.26 0.96 0.00 0.00
H -0.1599 -3.7152 -1.3654 -0.15 0.25 0.05 0.00
H -1.4670 -3.6431 -0.1610 -0.81 -0.12 -0.10 0.00
C 0.5910 0.8373 -0.2076 -1.14 -0.63 1.36 0.05
C 0.8472 0.9585 -1.5174 0.77 0.21 -2.99 0.01
C 0.8468 0.1659 -2.7764 -0.08 -0.24 0.87 0.00
C 1.3586 0.6809 -3.9699 -0.29 -0.71 -0.25 0.00
C 1.3692 -0.1160 -5.1410 0.27 0.06 0.42 0.00
C 0.9142 -1.4296 -5.1496 -0.42 -0.84 0.12 0.00
C 0.3839 -1.9262 -3.9359 -0.31 -1.39 -1.50 0.00
C 0.3250 -1.1499 -2.8273 0.74 1.10 -0.24 0.00
H 1.7616 1.6896 -4.0059 0.01 -0.14 -0.01 0.00
H 1.8316 0.3190 -6.0100 -0.05 0.01 -0.36 0.00
H 0.9086 -2.1414 -6.0253 0.25 1.30 0.85 0.00
H -0.0281 -2.9813 -3.8739 0.58 1.39 -0.21 0.00
H -0.0995 -1.6155 -2.0014 -0.66 -0.28 1.78 0.00
C -2.6767 3.5809 -1.9797 1.46 0.70 -1.49 0.00
N -2.2190 2.2902 -1.4583 0.45 0.00 -0.89 0.00
C -2.5282 1.1738 -2.4274 0.15 -0.25 0.60 0.00
C -2.6503 2.2539 0.0254 0.73 -0.59 -0.35 0.00
C -3.2662 0.9623 0.3648 1.46 -0.10 0.39 0.01
C -4.5904 0.8713 0.0536 -2.19 -0.15 -0.69 0.00
C -5.1797 -0.3623 -0.0311 -0.44 -2.45 0.36 0.00
C -4.4159 -1.4981 0.3005 0.27 -0.59 -0.47 0.00
C -3.0876 -1.3742 0.7267 -0.80 0.63 -0.32 0.01
C -2.4280 -0.1090 0.7607 0.04 -1.12 0.03 0.05
H -2.2609 3.7512 -3.0235 -0.79 -0.29 1.18 0.00
H -2.2750 4.3709 -1.3515 -0.10 -0.05 0.02 0.00
H -3.7422 3.6036 -1.9185 -0.74 -0.05 -0.33 0.00
H -1.1779 2.2592 -1.5035 -0.59 0.37 0.58 0.00
H -3.4701 1.3463 -2.9728 0.46 -0.06 0.36 0.00
H -2.5452 0.2467 -1.8360 -0.13 0.22 -0.38 0.00
H -1.6385 1.1591 -3.0736 -0.61 -0.16 -0.18 0.00
H -3.3396 3.0963 0.1006 0.35 -0.04 0.52 0.00
H -1.6823 2.3258 0.5066 -0.39 0.57 0.51 0.00
H -5.2374 1.7179 -0.2317 0.67 -0.04 0.24 0.00
H -6.2106 -0.6082 -0.3186 0.33 0.83 0.01 0.00
H -4.7876 -2.5492 0.1282 0.01 1.35 0.37 0.00
H -2.6427 -2.3416 0.9667 0.48 0.51 0.22 0.00
```
Forces are in eV/Å.

***

Q: What is the formula in the first record?
A: C35H42AsCl2HoN2O3

***

Q: What is the formula in the first record?
A: C35H42AsCl2HoN2O3

***

Q: Which of these has the lowest ΔE to the lowest compared entry with this formula, charge and spin?
A: C35H42AsCl2HoN2O3